No. 1
Computed, not measured: a 2-piece molecular cluster, C3H5N2 overall in a non-equilibrium geometry, with ωB97M-V/def2-TZVPD.

Positions of all 10 atoms, in Å:
C  -0.91229  -0.57843  0.29860
C  -0.29387  0.73943  -0.11667
C  0.55443  -0.57999  -0.12391
N  0.48609  0.37171  -1.23666
N  0.98394  0.45382  0.82260
H  -1.32979  -0.95121  1.29028
H  -2.36027  -0.91195  -1.26657
H  0.14182  0.00010  -2.09994
H  1.77717  0.99814  0.63199
H  0.95275  0.45839  1.80028

Cartesian forces, eV/Å:
C -1.503 -0.747 -0.803
C -0.288 -0.435 1.160
C -0.719 -0.301 0.038
N 2.000 0.054 0.909
N -1.157 0.480 -1.903
H 0.590 0.814 -1.477
H 1.702 0.223 1.794
H -1.052 -0.059 -0.284
H 1.615 0.908 -1.536
H -1.189 -0.938 2.102

Energy ... -226.2089 Eh
Orbital gap (spin up / spin down) ... 0.37782 / 0.34564 Ha
Highest occupied orbital energy (spin up / spin down) ... -15.619 / -15.673 eV
Total charge ... +1
ΔE to the lowest compared entry with this formula, charge and spin ... 1006.7 kJ/mol
LUMO energy (spin up / spin down) ... -5.34 / -6.27 eV



No. 2
Computed, not measured: an isolated ion of composition C3H5N2 and charge +1 in a non-equilibrium geometry, with ωB97M-V/def2-TZVPD.

Positions of all 10 atoms, in Å:
C  1.01712  0.34449  -0.33431
C  -0.25665  0.03910  1.68052
C  -0.72687  -0.75960  -1.12513
N  0.44175  -0.10319  -1.46098
N  0.31669  0.71548  0.71092
H  -0.79564  0.62012  2.29027
H  -0.20838  -1.04170  1.69346
H  -1.07065  -1.48350  -1.85691
H  0.96901  -0.11171  -2.31615
H  0.31362  1.78051  0.71831

Cartesian forces, eV/Å:
C 3.603 -0.262 -2.846
C 2.008 -0.431 -3.750
C 0.849 0.638 -0.309
N -2.942 -0.861 1.801
N -2.579 0.698 2.866
H -1.720 1.714 2.827
H 0.058 0.182 0.026
H 0.356 -0.097 -0.589
H 0.451 -0.228 -0.444
H -0.085 -1.353 0.419

Energy ... -226.3075 Eh
Orbital gap (spin up / spin down) ... 0.30666 / 0.30663 Ha
Highest occupied orbital energy (spin up / spin down) ... -14.290 / -14.289 eV
Total charge ... +1
ΔE to the lowest compared entry with this formula, charge and spin ... 747.9 kJ/mol
LUMO energy (spin up / spin down) ... -5.95 / -5.94 eV



No. 3
Computed, not measured: C3H5N2 as an isolated structure in a non-equilibrium geometry, with ωB97M-V/def2-TZVPD.

Positions of all 10 atoms, in Å:
C  0.26361  0.26530  0.34615
C  0.99902  1.02156  1.28634
C  -0.26278  -0.71749  -1.23448
N  0.77639  0.14750  -0.90450
N  -0.82569  -0.65915  0.09236
H  0.69186  1.36214  2.22073
H  1.97721  1.29954  1.00325
H  -0.70793  -0.01612  -2.02293
H  -0.18351  -1.76474  -1.57110
H  -1.21350  -1.51523  0.49201

Cartesian forces, eV/Å:
C 0.164 -1.575 0.543
C -1.745 -1.210 -1.760
C -1.453 -0.270 -0.613
N 2.122 0.383 0.055
N 0.293 1.711 0.126
H -0.774 -0.025 1.690
H 0.856 0.463 -0.772
H -0.474 -0.962 0.479
H 0.701 0.657 -0.602
H 0.309 0.828 0.853

Energy ... -226.3721 Eh
Orbital gap (spin up / spin down) ... 0.27325 / 0.26767 Ha
Highest occupied orbital energy (spin up / spin down) ... -15.634 / -15.452 eV
Total charge ... +1
ΔE to the lowest compared entry with this formula, charge and spin ... 578.4 kJ/mol
LUMO energy (spin up / spin down) ... -8.20 / -8.17 eV



No. 4
Computed, not measured: an isolated ion of composition C3H5N2O and charge +1 in a non-equilibrium geometry, with ωB97M-V/def2-TZVPD.

Positions of all 11 atoms, in Å:
C  0.38644  0.02356  0.12117
C  -1.39504  0.02272  0.15969
C  1.78758  0.13903  -0.12535
N  -0.41598  0.74610  0.76457
N  -2.65460  0.16875  -0.19500
O  -0.55122  -0.93720  -0.42006
H  2.03202  1.07832  0.30178
H  1.95891  0.12643  -1.20530
H  2.54371  -0.62483  0.22345
H  -3.30224  0.94080  0.10215
H  -2.88153  -0.24018  -1.04242

Cartesian forces, eV/Å:
C 0.917 -2.727 -0.608
C -1.155 -0.743 -1.887
C 1.466 -1.015 -0.718
N -1.863 2.576 2.218
N 1.597 1.873 2.510
O -0.505 0.950 0.053
H 0.615 0.957 0.236
H -0.117 0.268 -0.118
H -1.422 0.352 0.119
H 1.309 -0.893 0.027
H -0.842 -1.598 -1.832

Energy ... -301.7338 Eh
Orbital gap ... 0.39790 Ha
Highest occupied orbital energy ... -16.643 eV
Total charge ... +1
ΔE to the lowest compared entry with this formula, charge and spin ... 250.6 kJ/mol
LUMO energy ... -5.82 eV



No. 5
Computed, not measured: a 2-piece molecular cluster, C3H5N2O overall in a non-equilibrium geometry, with ωB97M-V/def2-TZVPD.

Positions of all 11 atoms, in Å:
C  0.53207  0.39737  2.24081
C  -1.39087  -1.21885  -1.02176
C  0.20657  0.55747  -1.50222
N  0.82225  0.98988  1.26230
N  -0.53851  -0.31668  -1.34048
O  1.29578  1.19252  -1.76166
H  1.07362  -0.06140  3.16178
H  -0.61873  0.09290  2.17533
H  -1.15805  -1.88587  -0.24225
H  -2.18121  -1.34372  -1.80692
H  1.95708  1.59638  -1.16492

Cartesian forces, eV/Å:
C -2.977 -3.611 3.982
C -2.754 -1.025 -2.143
C 3.597 1.390 1.163
N 1.991 2.193 -3.311
N 1.709 1.925 -0.417
O -2.196 -1.099 -1.497
H -0.468 1.098 -1.513
H 1.489 0.302 0.693
H 0.024 -0.641 0.887
H 0.514 -0.269 1.282
H -0.928 -0.263 0.873

Energy ... -301.5805 Eh
Orbital gap (spin up / spin down) ... 0.26554 / 0.35500 Ha
Highest occupied orbital energy (spin up / spin down) ... -13.511 / -14.233 eV
Total charge ... +1
ΔE to the lowest compared entry with this formula, charge and spin ... 653.1 kJ/mol
LUMO energy (spin up / spin down) ... -6.29 / -4.57 eV



No. 6
Computed, not measured: an isolated ion of composition C3H5N2O and charge +1 in a non-equilibrium geometry, with ωB97M-V/def2-TZVPD.

Positions of all 11 atoms, in Å:
H  0.81780  -0.36967  -2.21705
N  0.58134  -0.66866  -1.25683
C  0.05916  0.05566  -0.40571
C  -0.67134  1.29957  -0.23689
N  0.10793  -0.65249  1.02927
C  0.83603  -1.62585  0.95802
O  1.53860  -2.47452  0.76222
H  -1.48317  1.08541  0.39104
H  -1.17090  1.65556  -1.25922
H  -0.18511  2.11828  0.29542
H  -0.43035  -0.42329  1.93973

Cartesian forces, eV/Å:
H -0.704 0.048 0.762
N 0.360 0.657 0.111
C 0.461 -0.595 -0.439
C -1.215 1.809 -2.795
N -3.011 3.008 1.669
C 1.684 -2.341 0.079
O 0.775 -1.102 0.119
H -1.500 -0.395 0.830
H 1.475 -0.661 2.172
H 0.582 -0.115 -0.433
H 1.095 -0.313 -2.076

Energy ... -301.7409 Eh
Orbital gap ... 0.42483 Ha
Highest occupied orbital energy ... -16.312 eV
Total charge ... +1
ΔE to the lowest compared entry with this formula, charge and spin ... 232.2 kJ/mol
LUMO energy ... -4.75 eV



No. 7
Computed, not measured: a 2-piece molecular cluster, C3H5N2O2 overall in a non-equilibrium geometry, with ωB97M-V/def2-TZVPD.

Positions of all 12 atoms, in Å:
C  0.70781  -0.25884  -0.34306
C  -0.80807  -0.02635  -0.50237
C  0.02564  1.15272  1.15973
N  1.15722  0.85368  0.45747
N  -1.16107  0.48873  0.84819
O  2.42217  0.85164  0.98162
O  -0.97840  1.97977  0.79453
H  0.84116  -1.19068  0.07099
H  1.23157  -0.27036  -1.43185
H  -1.07232  0.64700  -1.50206
H  -1.51820  -0.90209  -0.64396
H  -0.00142  1.03543  2.89106

Cartesian forces, eV/Å:
C 0.338 1.171 -4.507
C -1.580 0.099 -2.513
C 0.750 -0.285 6.219
N -0.511 0.219 -0.455
N -0.911 0.163 -1.864
O -0.136 -0.154 -0.030
O -0.594 1.187 -0.174
H 0.868 -2.379 1.346
H -0.963 0.058 2.424
H 0.642 -1.034 2.971
H 1.406 0.472 0.110
H 0.692 0.484 -3.527

Energy ... -377.0366 Eh
Orbital gap (spin up / spin down) ... 0.22500 / 0.22503 Ha
Highest occupied orbital energy (spin up / spin down) ... -2.009 / -2.010 eV
Total charge ... -1
ΔE to the lowest compared entry with this formula, charge and spin ... 665.6 kJ/mol
LUMO energy (spin up / spin down) ... 4.11 / 4.11 eV



No. 8
Computed, not measured: an isolated ion of composition C3H5N2O2S and charge +1 in a non-equilibrium geometry, with ωB97M-V/def2-TZVPD.

Positions of all 13 atoms, in Å:
C  -1.70036  -1.27885  -0.30895
C  -0.34568  -1.55198  -0.69283
C  1.45758  0.46322  0.53182
N  0.51073  1.53511  0.24997
N  -0.72231  1.07819  0.02623
O  -2.74812  -1.08825  0.12564
O  -1.56838  1.90226  -0.07218
S  0.38228  -1.05509  1.00668
H  -0.14120  -2.56105  -0.88666
H  -0.18128  -0.77101  -1.50024
H  2.20406  0.10665  -0.13938
H  1.97589  0.69028  1.47119
H  0.87681  2.53051  0.18872

Cartesian forces, eV/Å:
C -3.588 0.594 1.947
C -0.234 3.017 0.656
C -1.824 -0.854 2.099
N 2.149 -0.220 -0.488
N 0.115 1.508 -0.255
O 3.452 -0.701 -1.758
O -1.032 0.641 -0.273
S 1.607 0.050 -0.829
H 0.167 -1.408 -0.648
H 0.473 -1.289 0.749
H 0.192 0.249 -1.240
H -0.131 -0.173 -0.020
H -1.347 -1.413 0.060

Energy ... -775.0705 Eh
Orbital gap ... 0.31189 Ha
Highest occupied orbital energy ... -13.678 eV
Total charge ... +1
ΔE to the lowest compared entry with this formula, charge and spin ... 255.3 kJ/mol
LUMO energy ... -5.19 eV



No. 9
Computed, not measured: a 2-piece molecular cluster, C3H5N2O4 overall in a non-equilibrium geometry, with ωB97M-V/def2-TZVPD.

Positions of all 14 atoms, in Å:
C  -0.00588  1.19425  2.33554
C  1.50697  0.42028  0.42510
C  0.24741  0.35094  1.26750
N  -2.05107  -1.60033  -1.75425
N  -1.21067  -1.03397  -1.03951
O  0.38773  -0.00876  2.68990
O  -0.27670  -0.29329  -1.61072
O  -0.31595  2.24315  2.81238
O  -1.82666  -1.38925  -3.15809
H  1.57275  -0.56870  -0.11518
H  1.10122  0.97064  -0.38560
H  2.35599  0.84605  0.97110
H  -0.44278  -0.29353  0.73702
H  -1.04235  -0.83747  -3.17519

Cartesian forces, eV/Å:
C -0.937 1.458 0.492
C -1.003 -1.294 0.454
C 1.408 -1.720 -3.149
N 0.101 -0.152 -0.757
N 0.432 0.580 -0.162
O 0.421 -0.455 2.174
O -0.592 -0.562 -0.061
O 0.114 -0.087 0.501
O -1.107 -0.727 0.287
H 0.729 0.846 1.040
H 0.360 1.218 -0.966
H -0.008 -0.250 -0.454
H -0.794 0.476 0.235
H 0.877 0.669 0.366

Energy ... -527.6893 Eh
Orbital gap ... 0.29790 Ha
Highest occupied orbital energy ... -4.461 eV
Total charge ... -1
ΔE to the lowest compared entry with this formula, charge and spin ... 453.6 kJ/mol
LUMO energy ... 3.65 eV



No. 10
Computed, not measured: one molecule with the formula C3H5N2P in a non-equilibrium geometry, with ωB97M-V/def2-TZVPD.

Positions of all 11 atoms, in Å:
P  -2.39836  -0.01001  -0.26238
C  -0.61796  0.07431  -0.04677
C  0.37551  -1.17822  0.04656
C  1.57077  -0.53184  0.05923
N  1.38388  0.80189  -0.12070
N  0.12665  1.15486  -0.26593
H  -2.32382  1.45800  -0.37077
H  -2.93680  -0.30452  1.06125
H  0.25382  -2.14963  0.49689
H  2.60881  -0.85041  -0.10108
H  1.95750  1.53557  -0.49630

Cartesian forces, eV/Å:
P -0.216 1.013 -0.473
C 3.141 -3.054 -0.043
C -1.643 3.567 1.251
C 1.524 0.192 -1.374
N 0.211 0.465 -0.732
N -2.716 -0.917 0.909
H -0.898 -1.028 0.522
H 0.664 0.763 -0.469
H -0.476 -0.205 -0.567
H -0.601 -0.304 0.728
H 1.009 -0.492 0.248

Energy ... -568.1002 Eh
Orbital gap ... 0.35478 Ha
Highest occupied orbital energy ... -8.619 eV
Total charge ... 0
ΔE to the lowest compared entry with this formula, charge and spin ... 147.6 kJ/mol
LUMO energy ... 1.03 eV



No. 11
Computed, not measured: one molecule with the formula C3H5N2P in a non-equilibrium geometry, with ωB97M-V/def2-TZVPD.

Positions of all 11 atoms, in Å:
C  -1.01482  0.95765  -1.04891
P  0.68469  0.37059  -0.81618
C  0.67397  0.48296  1.02075
N  0.81958  -0.69411  1.57213
C  0.83707  -1.62737  0.67921
N  0.65464  -1.45585  -0.55631
H  -1.15835  1.92321  -0.70157
H  -1.84730  0.28397  -0.64101
H  -1.32905  1.07439  -2.08984
H  0.66014  1.41959  1.61828
H  1.01944  -2.73502  0.96345

Cartesian forces, eV/Å:
C -2.401 -2.642 -1.129
P 0.274 -1.988 1.429
C 0.506 -0.251 0.258
N -0.128 5.042 3.552
C 0.514 -5.997 -2.087
N -0.447 2.369 -2.720
H 0.052 1.878 1.253
H 1.401 0.853 -0.101
H 0.595 -0.325 -0.252
H -0.051 -0.844 -0.282
H -0.317 1.907 0.078

Energy ... -568.1236 Eh
Orbital gap ... 0.34160 Ha
Highest occupied orbital energy ... -9.590 eV
Total charge ... 0
ΔE to the lowest compared entry with this formula, charge and spin ... 86.2 kJ/mol
LUMO energy ... -0.29 eV



No. 12
Computed, not measured: one molecule with the formula C3H5N3, with ωB97M-V/def2-TZVPD.

Positions of all 11 atoms, in Å:
H  1.72801  -1.09480  2.65399
N  1.76846  -0.99877  1.63852
C  0.74749  -0.37524  1.21223
C  0.63891  -0.02824  -0.22719
N  0.26509  1.43465  -0.51118
C  -0.55340  0.52979  -0.82143
N  -1.78614  0.36190  -1.34861
H  -0.06428  -0.00228  1.85373
H  1.41725  -0.47512  -0.84825
H  -2.17067  1.17180  -1.81666
H  -1.99073  -0.52369  -1.78516

Cartesian forces, eV/Å:
H -0.003 -0.070 -0.101
N -0.374 0.165 0.041
C 0.151 -0.068 -0.031
C 0.200 -0.263 0.051
N -0.433 -0.200 -0.190
C 0.258 0.380 0.090
N 0.093 0.004 -0.075
H 0.146 -0.021 -0.052
H -0.103 0.106 0.070
H 0.025 -0.099 0.054
H 0.041 0.065 0.144

Energy ... -281.5133 Eh
Orbital gap ... 0.38178 Ha
Highest occupied orbital energy ... -9.646 eV
Total charge ... 0
ΔE to the lowest compared entry with this formula, charge and spin ... 201.5 kJ/mol
LUMO energy ... 0.74 eV



The lowest ΔE to the lowest compared entry with this formula, charge and spin belongs to which entry? number 11